18
Properties=species:S:1:pos:R:3:forces:R:3:mulliken_charge:R:1 method="wB97M-V/def2-TZVPD" s2=0.754 total_charge=+1 lumo_energy_ev="-3.09 / -7.70" homo_energy_ev="-13.717 / -13.711" multiplicity=2 orbital_gap_ev="10.625 / 6.011"
H -13.763 -4.977 -2.809 -1.68 -1.87 1.96 0.19
O -11.662 -2.665 -3.202 0.15 1.04 -0.24 -0.64
H -11.846 -3.055 -0.669 -0.15 -0.16 -0.42 0.24
H -12.537 -4.586 -0.895 -0.18 0.33 -0.18 0.23
C -9.097 0.257 -3.714 1.06 -0.44 -1.61 0.85
H -8.812 -1.611 -3.173 -0.46 -1.28 0.83 0.24
N -8.418 -0.905 -3.721 1.47 0.64 -1.16 -0.36
H -12.900 -4.636 -4.122 0.17 -0.10 -1.42 0.23
H -9.212 2.051 -4.693 0.88 -0.79 0.01 0.25
C -12.357 -3.482 -2.614 -0.95 -1.18 1.12 0.62
Ag -12.166 -0.096 -3.518 0.17 -0.54 0.07 0.66
H -7.892 0.973 -5.198 0.12 0.30 -0.25 0.19
Br -14.059 1.244 -4.320 -0.09 -0.04 0.00 0.13
O -10.111 0.363 -3.014 -0.47 0.64 0.37 -0.84
N -12.423 -3.648 -1.261 0.72 0.47 0.87 -0.41
N -8.618 1.219 -4.557 -1.50 0.44 0.99 -0.40
N -13.214 -4.335 -3.242 1.83 2.11 -1.73 -0.39
H -7.592 -1.122 -4.308 -1.09 0.43 0.80 0.19

16
Properties=species:S:1:pos:R:3:forces:R:3:mulliken_charge:R:1 method="wB97M-V/def2-TZVPD" total_charge=-1 smiles="C[C@]1(CO)O[P@@]1([O-])=C=C=O" lumo_energy_ev=3.53 homo_energy_ev=-4.531 de_lowest_kj_mol=178.7 orbital_gap_ev=8.058
O 1.155 2.483 -0.065 -0.14 -0.70 -0.05 -0.73
C 2.640 0.269 0.573 -2.53 0.02 -1.08 -1.05
C -0.657 0.291 0.081 1.45 -0.25 -0.77 0.75
C -1.838 1.105 -0.594 0.99 -0.25 1.07 -1.23
P 1.075 1.027 0.269 -0.61 0.66 0.25 0.76
H 0.497 -1.644 1.416 -1.08 -0.02 -0.91 0.33
H -1.968 -1.360 0.097 -0.65 -0.47 -0.05 0.36
C 3.188 -0.550 -0.257 2.61 -2.14 0.58 0.86
H -0.510 -1.645 -1.033 -1.20 1.09 1.60 0.17
H -2.840 0.849 -0.091 1.25 -0.08 -1.19 0.36
O -0.114 0.708 1.399 0.02 0.02 -0.31 -0.50
O -0.282 -2.058 0.960 0.79 0.23 1.17 -0.54
C -0.905 -1.235 0.010 1.88 -0.04 -1.88 -0.54
H -1.740 0.984 -1.730 -0.63 0.06 1.74 0.26
O 3.968 -1.377 -0.721 -2.24 2.09 0.30 -0.60
H -1.668 2.155 -0.313 0.08 -0.20 -0.46 0.34

8
Properties=species:S:1:pos:R:3:forces:R:3:mulliken_charge:R:1 method="wB97M-V/def2-TZVPD" total_charge=0 lumo_energy_ev=0.34 homo_energy_ev=-9.958 de_lowest_kj_mol=357.6 orbital_gap_ev=10.302
O -2.321 -0.132 -0.616 0.00 0.23 -1.25 -0.12
O 0.069 -0.018 -0.103 -0.31 0.55 -0.09 -0.31
H 1.664 -1.146 -0.368 -0.15 -0.10 0.03 0.35
O 0.014 -2.279 0.047 -0.17 -0.03 0.08 -0.45
C 0.594 -1.257 -0.134 -0.06 -0.22 0.05 0.20
H -1.264 1.415 0.354 0.05 -0.15 -0.11 0.36
C -2.427 -0.462 0.611 0.09 -0.95 1.03 -0.25
C -1.247 0.342 0.196 0.56 0.68 0.27 0.21

Results for strongest force on any atom: 3.28; 3.42; 1.40 (in eV/A, following the order of the records).